DFT (ωB97M-V/def2-TZVPD) results for a cluster of 2 separate species, C28H34FN2O6S2 in total.

Energy above the lowest of the compared OMol25 structures with the same formula, charge and spin in kJ/mol: 43.4
Orbital gap in eV: 8.8
Total charge: +1
Electronic energy in eV: -69231.07920
Spin multiplicity: 1
Max |F| in eV/A: 2.193

Geometry as XYZ:
```
73
Properties=species:S:1:pos:R:3:forces:R:3
C 3.2941 -0.2903 4.3927 -0.3 -0.6 0.2
C 2.3676 -1.0603 3.4470 -0.5 0.5 0.6
O 2.5949 -0.6733 2.0854 0.5 -0.3 0.0
C 2.3371 -1.6322 1.1214 -0.3 0.0 -0.1
C 1.1035 -1.2423 0.2303 0.1 0.2 -0.9
S -0.2059 -2.3310 0.8259 -0.1 -1.8 1.3
O -0.3243 -2.2748 2.2406 0.0 0.9 -0.2
O -0.0240 -3.6309 0.2740 0.0 0.5 -0.9
F -1.5685 -1.7706 0.2559 0.4 0.3 0.1
C 1.4905 -1.3931 -1.2545 0.5 -0.5 1.4
S 1.9409 -2.9630 -2.0166 -0.3 -0.4 -0.1
N 0.4569 -0.6350 -1.9802 -0.6 -0.5 -1.6
N -0.7343 -1.3973 -2.3214 0.1 -0.2 0.3
C 0.1606 0.6505 -1.1616 0.2 0.6 -0.2
C -1.3322 0.9963 -1.1376 0.1 0.1 0.1
C -1.7157 2.3042 -0.4455 -0.4 0.1 0.0
C -3.0506 2.6938 -0.5876 0.4 -0.2 0.0
C -3.4949 3.8610 -0.0054 -0.7 0.2 0.0
C -2.6576 4.6654 0.7471 0.4 0.1 0.1
C -1.3354 4.2875 0.9080 -0.1 -0.2 -0.2
C -0.8888 3.1157 0.3132 0.6 -0.1 -0.1
C 0.8691 1.7407 -2.0155 0.9 0.0 0.2
C 2.3779 1.6159 -2.0716 0.1 0.0 -0.1
C 2.9732 1.0638 -3.1989 -0.4 -0.2 -0.3
C 4.3476 0.9302 -3.3088 0.3 0.0 0.1
C 5.1582 1.3588 -2.2703 -0.4 -0.1 -0.3
C 4.5834 1.9254 -1.1352 0.8 0.0 0.6
C 5.4950 2.4334 -0.0396 -0.3 0.5 -0.5
C 3.2105 2.0502 -1.0386 -0.5 0.0 -0.1
C 0.7813 0.3007 0.2387 -0.4 -1.3 0.8
O 0.0317 0.6074 1.3781 0.1 0.4 -0.2
H 3.7733 0.5594 3.9153 0.0 0.0 -0.1
H 4.0387 -0.9701 4.8062 0.3 0.2 -0.2
H 2.7074 0.0475 5.2463 0.1 0.2 0.0
H 1.3290 -0.8298 3.6930 0.0 0.0 -0.1
H 2.4867 -2.1349 3.5972 0.1 0.0 -0.3
H 3.2045 -1.7240 0.4576 0.0 0.2 0.0
H 2.1646 -2.6322 1.5263 0.1 0.0 0.2
H 2.4016 -0.7933 -1.2921 -0.2 0.3 -0.3
H 3.2725 -2.8691 -1.8688 -0.1 0.4 -0.1
H 0.8895 -0.4322 -2.8879 0.2 0.7 0.3
H -0.4648 -2.3564 -2.5397 0.1 0.0 0.1
H -1.0999 -1.0063 -3.1844 -0.1 0.1 0.1
H -1.6479 1.1045 -2.1778 -0.1 -0.1 0.0
H -1.9306 0.1983 -0.7007 0.1 -0.1 -0.1
H -3.7231 2.0616 -1.1567 -0.1 0.1 0.0
H -4.5290 4.1551 -0.1435 0.0 0.0 0.0
H -3.0064 5.5869 1.1929 -0.1 0.0 0.0
H -0.6268 4.8796 1.4705 -0.1 0.1 0.1
H 0.1522 2.8473 0.4451 -0.1 0.1 0.1
H 0.5034 1.6366 -3.0415 -0.2 0.1 0.1
H 0.6012 2.7466 -1.7035 -0.2 -0.1 0.2
H 2.3458 0.7544 -4.0344 0.1 0.1 0.0
H 4.7897 0.5166 -4.2059 -0.1 0.0 0.0
H 6.2340 1.2813 -2.3581 0.0 0.0 0.1
H 6.3874 1.8193 0.0454 -0.1 -0.1 0.2
H 4.9774 2.5524 0.9093 0.1 -0.2 0.1
H 5.8307 3.4326 -0.3360 0.1 0.0 0.1
H 2.7699 2.5158 -0.1622 0.1 0.0 0.0
H 1.7633 0.7421 0.3938 -0.2 0.3 -0.1
H -0.9055 0.4082 1.2650 0.0 0.0 0.0
C -7.4165 -3.5735 1.2842 0.0 0.0 -0.1
C -7.0522 -3.9715 0.0677 0.0 0.0 0.0
C -5.6862 -3.7125 -0.4490 0.0 0.0 -0.1
O -5.3491 -4.0682 -1.5586 0.0 0.0 0.0
C -4.7410 -2.9954 0.4417 0.0 0.0 0.1
C -5.1030 -2.5974 1.6580 0.1 0.0 -0.1
C -6.4715 -2.8552 2.1766 0.0 0.0 0.0
O -6.7996 -2.4919 3.2837 0.0 0.0 0.0
H -8.4078 -3.7506 1.6813 0.0 0.0 0.0
H -7.7247 -4.4965 -0.5985 0.0 0.0 0.0
H -3.7497 -2.8181 0.0481 0.0 -0.1 -0.1
H -4.4291 -2.0739 2.3250 0.0 0.0 0.0
```
Positions in Å, forces in eV/Å.